(1)
The following is a DFT calculation (wB97M-V/def2-TZVPD) of 13 unconnected molecules or ions with the total composition C52H94N6O20 at a distorted geometry.

Output
LUMO level = -1.07 eV
HOMO = -9.472 eV
orbital gap = 0.309 hartree
total energy = -3870.342100 hartree

ORCA input file:
```
! wB97M-V def2-TZVPD RIJCOSX def2/J DEFGRID3
* xyz 0 1
C -3.902 3.925 1.926
C -3.975 4.221 0.567
C -2.851 4.693 -0.077
C -1.776 5.139 0.668
C -1.753 4.941 2.077
C -2.840 4.298 2.713
N -0.653 5.703 -0.019
O -0.693 5.710 -1.224
O 0.300 6.125 0.658
H -4.779 3.556 2.438
H -4.800 3.943 -0.071
H -2.892 4.906 -1.135
H -0.923 5.244 2.698
H -2.876 4.163 3.784
C 2.966 6.762 3.688
C 2.838 5.642 2.860
C 2.284 4.453 3.359
C 1.900 4.424 4.673
C 2.126 5.522 5.513
C 2.654 6.689 5.030
N 1.183 3.163 5.178
O 0.933 3.193 6.382
O 0.971 2.229 4.363
H 3.306 7.689 3.251
H 3.068 5.769 1.812
H 2.115 3.635 2.674
H 1.866 5.470 6.560
H 2.923 7.562 5.606
C -2.970 -4.400 -1.081
C -2.318 -3.258 -0.567
C -1.667 -3.309 0.632
C -1.693 -4.559 1.388
C -2.322 -5.706 0.844
C -2.982 -5.587 -0.344
N -1.152 -4.728 2.764
O -0.702 -3.690 3.324
O -1.035 -5.863 3.249
H -3.526 -4.310 -2.003
H -2.351 -2.333 -1.123
H -1.158 -2.405 0.932
H -2.380 -6.660 1.348
H -3.507 -6.391 -0.838
C 5.580 1.707 -3.745
O 4.244 2.245 -4.169
C 3.218 1.291 -3.997
C 1.982 1.894 -4.669
O 1.642 3.135 -4.065
C 0.528 3.861 -4.545
H 6.318 2.363 -4.207
H 5.836 0.696 -4.063
H 5.676 1.727 -2.660
H 3.006 1.156 -2.936
H 3.463 0.312 -4.410
H 1.060 1.339 -4.495
H 2.142 2.002 -5.741
H 0.607 4.156 -5.592
H 0.360 4.668 -3.833
H -0.320 3.187 -4.425
C 0.884 -9.892 1.015
O 1.066 -9.834 -0.407
C -0.053 -9.070 -1.023
C 0.024 -7.527 -0.712
O 1.270 -6.906 -1.192
C 1.208 -5.537 -1.340
H 1.124 -8.931 1.469
H 1.543 -10.662 1.415
H -0.094 -10.242 1.347
H -0.970 -9.448 -0.571
H -0.023 -9.348 -2.077
H -0.121 -7.309 0.346
H -0.823 -7.051 -1.206
H 0.491 -5.287 -2.122
H 2.105 -5.065 -1.741
H 0.984 -5.047 -0.392
C -4.773 0.017 -0.132
O -5.946 0.732 -0.516
C -6.828 -0.039 -1.375
C -7.783 -1.013 -0.573
O -9.023 -1.094 -1.334
C -9.898 -1.982 -0.691
H -5.019 -0.829 0.510
H -4.099 0.620 0.476
H -4.207 -0.284 -1.013
H -6.314 -0.512 -2.212
H -7.446 0.722 -1.852
H -7.765 -0.566 0.421
H -7.378 -2.021 -0.480
H -10.863 -1.724 -1.126
H -10.008 -1.883 0.389
H -9.643 -3.021 -0.900
C 0.672 -1.995 -2.271
O 0.732 -1.074 -1.276
C 0.099 0.155 -1.470
C -0.012 1.112 -0.242
O -0.956 0.485 0.640
C -1.199 1.321 1.779
H 0.734 -1.467 -3.223
H -0.248 -2.577 -2.301
H 1.540 -2.635 -2.112
H -0.899 -0.017 -1.874
H 0.657 0.670 -2.252
H -0.414 2.085 -0.524
H 0.930 1.209 0.297
H -1.530 2.345 1.610
H -0.386 1.194 2.494
H -1.973 0.767 2.310
C 5.058 -1.624 -1.383
O 6.267 -1.175 -2.038
C 7.287 -0.728 -1.083
C 8.653 -0.453 -1.712
O 9.179 -1.562 -2.430
C 8.700 -1.829 -3.792
H 4.504 -0.845 -0.860
H 5.264 -2.461 -0.716
H 4.315 -2.025 -2.071
H 7.430 -1.540 -0.370
H 6.985 0.083 -0.421
H 9.343 -0.215 -0.904
H 8.557 0.413 -2.367
H 7.619 -1.777 -3.921
H 9.175 -2.751 -4.129
H 9.195 -1.069 -4.397
C -7.574 0.452 3.561
O -6.512 -0.070 4.394
C -5.340 -0.605 3.760
C -4.173 -0.869 4.753
O -3.437 0.331 4.864
C -2.277 0.174 5.647
H -7.377 1.343 2.965
H -8.360 0.692 4.277
H -8.092 -0.303 2.969
H -5.078 0.121 2.990
H -5.416 -1.580 3.278
H -3.392 -1.579 4.481
H -4.607 -1.122 5.720
H -2.418 -0.103 6.692
H -1.760 1.125 5.770
H -1.502 -0.437 5.185
C 6.535 1.015 2.215
O 6.016 1.825 1.139
C 4.933 2.669 1.476
C 4.377 3.323 0.159
O 3.079 2.967 -0.117
C 2.523 3.862 -1.129
H 7.357 0.323 2.032
H 5.620 0.534 2.562
H 6.799 1.764 2.962
H 5.376 3.467 2.073
H 4.201 2.249 2.166
H 5.004 3.073 -0.697
H 4.526 4.390 0.322
H 1.556 3.574 -1.540
H 3.087 4.008 -2.050
H 2.382 4.864 -0.725
C 1.117 -1.138 3.226
C 2.171 -2.208 3.277
N 2.952 -3.004 3.358
H 1.065 -0.632 4.190
H 0.113 -1.479 2.974
H 1.494 -0.276 2.675
C -1.051 0.640 -7.322
C -1.249 0.027 -5.996
N -1.347 -0.466 -4.982
H -0.411 1.510 -7.172
H -1.960 1.129 -7.671
H -0.520 0.134 -8.128
C -2.482 1.933 -2.932
C -3.745 1.624 -3.584
N -4.790 1.417 -4.091
H -1.726 1.273 -3.358
H -2.610 1.740 -1.867
H -2.273 2.995 -3.062
*
```

These are the Löwdin partial charges, in e, on atoms 1 to 2: -0.075, -0.046



(2)
The following is a DFT calculation (wB97M-V/def2-TZVPD) of C4H10N3P in the gas phase at a distorted geometry.

Output
LUMO level = 0.86 eV
HOMO = -8.803 eV
orbital gap = 0.355 hartree
SMILES = CP(C)CNNC#N
total energy = -663.926370 hartree

ORCA input file:
```
! wB97M-V def2-TZVPD RIJCOSX def2/J DEFGRID3
* xyz 0 1
C -1.880 -1.279 0.635
P -1.020 0.335 0.672
C -0.323 0.314 2.361
C 0.573 -0.173 -0.325
N 0.287 -0.026 -1.831
N 1.411 0.442 -2.426
C 1.819 1.704 -2.287
N 2.009 2.844 -2.262
H -1.944 -1.464 -0.380
H -2.943 -1.277 1.152
H -1.242 -1.833 1.366
H -0.247 1.377 2.673
H 0.624 -0.242 2.332
H -1.023 -0.221 2.931
H 1.539 0.344 -0.097
H 0.679 -1.241 -0.147
H -0.427 0.657 -1.954
H 2.107 -0.262 -2.413
*
```

These are the Löwdin partial charges, in e, on atoms 1 to 2: -0.331, 0.821



(3)
The following is a DFT calculation (wB97M-V/def2-TZVPD) of 2 unconnected molecules or ions with the total composition C3H9IN3 at a distorted geometry.

Output
LUMO level = -3.65 eV
HOMO = -12.670 eV
orbital gap = 0.332 hartree
total energy = -581.335923 hartree

ORCA input file:
```
! wB97M-V def2-TZVPD RIJCOSX def2/J DEFGRID3
* xyz 1 1
C 0.539 0.342 0.454
C 1.819 -1.728 -0.205
C 0.050 2.561 -0.393
N 1.290 -0.483 0.191
N -1.925 -1.772 0.424
N -0.120 1.415 0.605
I -3.094 -0.085 0.139
H 1.505 -2.513 0.495
H 1.660 -1.771 -1.320
H 2.953 -1.604 -0.124
H 0.948 3.190 -0.002
H -0.896 3.118 -0.411
H 0.386 2.098 -1.374
H -1.618 -1.988 -0.530
H -2.652 -2.367 0.803
H -0.845 1.589 1.250
*
```

These are the Löwdin partial charges, in e, on atoms 1 to 2: -0.125, -0.029



(4)
The following is a DFT calculation (wB97M-V/def2-TZVPD) of C4H6S in the gas phase at a distorted geometry.

Output
LUMO level = -0.71 eV
HOMO = -8.517 eV
orbital gap = 0.287 hartree
SMILES = S=C1CCC1
total energy = -554.003467 hartree

ORCA input file:
```
! wB97M-V def2-TZVPD RIJCOSX def2/J DEFGRID3
* xyz 0 1
S 2.846 0.004 -0.046
C 1.127 -0.210 -0.200
C 0.070 1.103 -0.031
C -1.021 -0.022 -0.081
C 0.115 -1.207 -0.045
H 0.374 2.094 0.812
H -0.080 1.766 -0.849
H -1.559 -0.148 1.108
H -2.017 0.370 -0.879
H -0.033 -2.086 -0.824
H 0.177 -1.664 1.035
*
```

These are the Löwdin partial charges, in e, on atoms 1 to 2: 0.565, -0.720



(5)
The following is a DFT calculation (wB97M-V/def2-TZVPD) of a molecular structure, C33H39BMgN4O2P2 at a distorted geometry.

Output
LUMO level = -0.48 eV
HOMO = -5.879 eV
orbital gap = 0.198 hartree
total energy = -2557.909882 hartree

ORCA input file:
```
! wB97M-V def2-TZVPD RIJCOSX def2/J DEFGRID3
* xyz 0 1
Mg 0.900 1.844 0.607
C -1.755 -3.079 2.394
C -0.700 -2.262 2.180
C -0.114 -1.825 0.804
C -0.707 -0.669 0.082
C -2.220 -0.612 -0.119
C -2.959 -1.665 -0.053
C -2.509 -3.194 -0.112
C -2.526 -3.791 1.339
C -3.571 -0.274 3.323
H -2.367 -2.909 3.407
H -0.231 -1.852 3.118
H 0.098 -2.728 0.196
H 0.815 -1.421 1.209
H -0.474 0.314 0.576
H -0.436 -0.664 -0.973
H -2.822 0.304 -0.045
H -4.102 -1.712 -0.206
H -1.556 -3.395 -0.628
H -3.150 -3.833 -0.778
H -3.622 -3.918 1.541
H -2.003 -4.748 1.394
H -4.354 0.174 2.701
H -2.869 -0.828 2.674
H -2.994 0.576 3.764
P 0.911 2.636 -2.498
P 3.290 1.381 -0.701
N -0.021 2.177 -3.949
N 1.099 4.352 -3.031
N 3.433 -0.278 -1.475
N 4.955 1.331 -0.043
C 2.581 2.126 -3.340
C 3.746 2.212 -2.291
C -1.316 1.654 -3.827
C -1.810 1.432 -5.101
C -0.823 1.843 -6.021
C 0.268 2.288 -5.299
C 0.620 5.382 -2.203
C 0.883 6.598 -2.825
C 1.518 6.312 -4.077
C 1.629 4.930 -4.185
C 2.496 -1.249 -1.119
C 2.676 -2.375 -1.925
C 3.789 -2.088 -2.781
C 4.222 -0.801 -2.485
C 6.146 0.773 -0.503
C 7.160 1.217 0.311
C 6.597 2.049 1.301
C 5.235 2.101 1.094
H 2.826 2.796 -4.223
H 2.365 1.066 -3.668
H 4.639 1.804 -2.794
H 3.992 3.274 -2.063
H -1.742 1.433 -2.859
H -2.759 0.998 -5.348
H -0.854 1.805 -7.085
H 1.234 2.620 -5.625
H 0.133 5.171 -1.252
H 0.682 7.587 -2.423
H 1.886 7.018 -4.805
H 2.034 4.324 -4.985
H 1.755 -1.035 -0.349
H 2.053 -3.271 -1.897
H 4.212 -2.756 -3.515
H 5.020 -0.227 -2.925
H 6.164 0.128 -1.365
H 8.177 0.956 0.186
H 7.125 2.535 2.087
H 4.452 2.630 1.616
O -4.271 -1.026 5.733
B -4.137 -1.276 4.355
O -4.468 -2.650 3.988
C -4.873 -3.174 5.182
C -5.325 -4.449 5.448
C -5.685 -4.789 6.776
C -5.553 -3.853 7.806
C -5.128 -2.514 7.545
C -4.758 -2.222 6.247
H -5.378 -5.172 4.632
H -6.041 -5.805 7.012
H -5.830 -4.069 8.852
H -5.001 -1.691 8.291
*
```

These are the Löwdin partial charges, in e, on atoms 1 to 2: 0.311, -0.141



(6)
The following is a DFT calculation (wB97M-V/def2-TZVPD) of a molecular structure, C13H24Cl2N2ORu at a distorted geometry.

Output
LUMO level (spin up / spin down) = 0.30 / -1.94 eV
HOMO (spin up / spin down) = -6.832 / -8.320 eV
orbital gap (spin up / spin down) = 0.262 / 0.235 hartree
total energy = -1709.571425 hartree

ORCA input file:
```
! wB97M-V def2-TZVPD RIJCOSX def2/J DEFGRID3
* xyz 0 5
Ru 0.865 -0.351 -0.416
Cl 0.450 -2.594 -0.669
Cl 1.472 1.582 0.707
C 2.395 -0.290 -1.485
H 3.114 0.529 -1.379
H 2.757 -1.168 -2.030
C -0.768 0.336 -1.138
C 0.927 0.272 -2.186
H -1.405 0.371 -0.221
C 0.722 -0.576 -3.443
H 1.021 1.332 -2.422
C -0.483 -0.152 -4.274
H 1.638 -0.532 -4.049
H 0.615 -1.614 -3.115
C -1.742 -0.131 -3.418
H -0.310 0.846 -4.697
H -0.606 -0.840 -5.115
C -1.581 0.869 -2.246
H -2.605 0.158 -4.032
H -1.940 -1.136 -3.018
H -1.113 1.800 -2.607
H -2.585 1.139 -1.877
C 1.005 -2.496 3.683
N 0.250 -1.328 4.066
C 0.022 -1.173 5.484
C -0.520 0.193 5.816
C -1.558 0.621 4.812
N -0.977 0.569 3.491
C -1.586 1.399 2.483
C -0.298 -0.552 3.082
O -0.171 -0.858 1.874
H 2.008 -2.459 4.134
H 1.086 -2.527 2.595
H 0.518 -3.413 4.047
H -0.682 -1.953 5.827
H 0.973 -1.345 6.004
H 0.300 0.918 5.831
H -0.968 0.169 6.812
H -1.881 1.651 4.988
H -2.442 -0.043 4.882
H -2.512 0.959 2.080
H -1.822 2.370 2.936
H -0.869 1.554 1.670
*
```

These are the Löwdin partial charges, in e, on atoms 1 to 2: 0.864, -0.004



(7)
The following is a DFT calculation (wB97M-V/def2-TZVPD) of C2H2N2O3 in the gas phase at a distorted geometry.

Output
LUMO level = -0.01 eV
HOMO = -10.451 eV
orbital gap = 0.384 hartree
SMILES = O=c1ncon1O
total energy = -412.533999 hartree

ORCA input file:
```
! wB97M-V def2-TZVPD RIJCOSX def2/J DEFGRID3
* xyz 0 1
O -1.669 1.111 0.199
C -0.601 0.626 0.014
N 0.600 1.306 -0.140
C 1.445 0.452 -0.566
O 0.995 -0.799 -0.583
N -0.344 -0.814 -0.204
O -0.361 -1.369 1.054
H 2.480 0.618 -0.759
H -1.063 -2.070 1.119
*
```

These are the Löwdin partial charges, in e, on atoms 1 to 2: 0.154, -0.474



(8)
The following is a DFT calculation (wB97M-V/def2-TZVPD) of a molecular structure, C38H78N2O18 at a distorted geometry.

Output
LUMO level = 0.34 eV
HOMO = -7.116 eV
orbital gap = 0.274 hartree
total energy = -2957.175108 hartree

ORCA input file:
```
! wB97M-V def2-TZVPD RIJCOSX def2/J DEFGRID3
* xyz 0 1
C -14.997 11.233 -17.767
O -14.549 10.062 -17.508
N -15.369 12.040 -16.773
C -15.723 13.461 -16.961
C -15.257 11.734 -15.375
H -15.110 11.650 -18.780
H -14.708 13.845 -17.058
H -16.201 13.874 -16.072
H -16.426 13.424 -17.793
H -16.125 12.100 -14.826
H -15.145 10.658 -15.245
H -14.415 12.184 -14.849
C -11.361 17.401 -17.320
O -12.596 17.731 -17.133
N -10.872 16.528 -18.161
C -11.675 15.948 -19.240
C -9.448 16.081 -18.132
H -10.545 17.728 -16.657
H -12.752 15.990 -19.080
H -11.475 14.891 -19.419
H -11.528 16.419 -20.212
H -9.347 15.279 -17.401
H -9.085 15.974 -19.155
H -8.763 16.782 -17.653
O -9.536 16.190 -21.309
C -8.742 15.531 -20.771
O -7.595 15.923 -20.136
C -7.114 17.265 -20.224
C -6.766 17.688 -21.614
C -8.756 14.020 -20.785
H -6.301 17.318 -19.500
H -7.915 17.877 -19.809
H -6.563 18.759 -21.593
H -7.544 17.610 -22.372
H -5.889 17.191 -22.028
H -9.505 13.539 -21.414
H -8.964 13.732 -19.754
H -7.746 13.657 -20.974
O -10.691 11.577 -14.642
C -11.406 10.686 -15.089
O -11.716 9.547 -14.469
C -11.291 9.452 -13.043
C -12.036 8.305 -12.310
C -12.073 10.818 -16.491
H -11.610 10.316 -12.460
H -10.212 9.307 -12.987
H -11.605 8.102 -11.330
H -11.941 7.469 -13.003
H -13.083 8.574 -12.170
H -13.068 11.261 -16.448
H -12.067 9.922 -17.111
H -11.359 11.441 -17.029
O -10.526 13.518 -27.534
C -10.481 12.723 -26.632
O -10.185 12.986 -25.331
C -10.280 14.336 -24.880
C -10.040 14.381 -23.416
C -10.488 11.210 -27.042
H -11.317 14.615 -25.066
H -9.484 14.873 -25.395
H -10.599 13.599 -22.903
H -10.322 15.346 -22.995
H -8.991 14.198 -23.181
H -11.409 10.691 -26.773
H -9.613 10.599 -26.823
H -10.691 11.282 -28.111
O -11.156 13.836 -15.836
C -11.599 13.849 -16.993
O -10.981 13.562 -18.187
C -9.576 13.264 -18.172
C -9.343 11.718 -18.121
C -12.988 14.450 -17.164
H -9.035 13.802 -17.393
H -9.095 13.419 -19.138
H -8.272 11.536 -18.024
H -9.721 11.302 -19.055
H -9.813 11.237 -17.264
H -13.669 13.661 -17.483
H -13.161 15.181 -17.953
H -13.552 14.871 -16.332
O -14.857 13.728 -22.947
C -15.038 12.569 -22.480
O -14.221 11.539 -22.663
C -13.150 11.629 -23.553
C -12.747 10.151 -23.882
C -16.257 12.215 -21.720
H -12.401 12.192 -22.995
H -13.374 12.243 -24.425
H -13.438 9.537 -24.459
H -12.528 9.493 -23.041
H -11.771 10.242 -24.358
H -17.128 12.449 -22.333
H -16.180 12.855 -20.841
H -16.104 11.159 -21.495
O -13.507 6.879 -18.818
C -14.344 7.754 -18.634
O -15.300 7.850 -17.691
C -15.310 7.070 -16.580
C -15.813 5.588 -16.549
C -14.459 8.958 -19.582
H -15.700 7.641 -15.737
H -14.299 7.090 -16.174
H -16.033 5.157 -15.573
H -15.250 4.880 -17.158
H -16.769 5.611 -17.072
H -14.511 8.659 -20.628
H -13.639 9.673 -19.518
H -15.447 9.390 -19.421
O -16.673 14.528 -18.520
C -15.726 15.282 -18.760
O -14.851 15.241 -19.824
C -15.095 14.631 -21.020
C -16.010 15.504 -21.829
C -15.275 16.138 -17.558
H -15.556 13.670 -20.793
H -14.101 14.621 -21.467
H -16.860 15.837 -21.235
H -16.424 14.957 -22.676
H -15.503 16.438 -22.074
H -14.234 16.430 -17.691
H -15.252 15.594 -16.615
H -15.957 16.974 -17.400
O -13.856 11.128 -20.053
C -12.923 11.498 -19.383
O -11.942 12.381 -19.803
C -12.353 13.321 -20.867
C -11.133 13.835 -21.655
C -12.602 10.666 -18.184
H -12.953 14.057 -20.332
H -13.045 12.804 -21.532
H -10.403 14.240 -20.955
H -11.572 14.644 -22.239
H -10.609 13.080 -22.241
H -13.502 10.065 -18.048
H -12.379 11.418 -17.427
H -11.879 9.890 -18.434
*
```

These are the Löwdin partial charges, in e, on atoms 1 to 2: -0.173, -0.064